Molecular formula: C47H63AgN2O6
Method: DFT, ωB97M-V with the def2-TZVPD basis set

Each line ends with the Mulliken charge.
Atoms and positions in Å:
Ag -0.36 -0.46 -2.62  0.8500
O -0.24 -0.86 -0.32  -1.0983
O -2.61 0.41 -2.48  0.2650
O -1.65 -1.83 -4.19  -0.1506
O 2.09 -1.18 -2.18  0.2502
O -3.90 -1.82 -4.23  -0.5903
O 0.63 1.63 -2.88  -1.3482
N 0.46 -4.70 -3.20  -0.6579
N 0.64 -3.56 -4.06  -0.6116
C 2.50 -1.66 0.08  -0.4949
C -1.64 3.08 -1.86  -1.1657
C -4.67 1.45 3.43  -2.2766
C -2.89 3.20 3.41  -1.4787
C -1.98 -2.48 -0.25  0.7805
C -2.62 0.85 -1.18  -0.2931
C 1.85 -2.99 -0.15  -1.1764
C 0.76 5.55 2.22  -1.6948
C -2.85 -6.62 0.87  -1.8900
C -2.34 -3.81 -0.22  -0.8948
C 5.85 -1.26 2.69  -1.7564
C 0.07 4.29 -0.49  -0.5762
C 0.81 2.43 -1.90  1.8622
C 1.24 6.99 0.23  -1.8773
C -2.35 2.18 -0.88  0.6196
C -0.73 -7.30 -0.23  -2.2118
C -2.95 -0.05 -0.16  -0.1255
C -2.78 -2.19 -4.55  -0.6440
C -3.55 1.01 -3.34  -1.2781
C 3.95 -0.22 3.96  -1.7225
C -3.93 2.47 2.55  2.1136
C -3.13 -1.51 -0.48  -1.2740
C -2.61 -6.48 -1.61  -1.7198
C 1.61 5.68 0.95  2.3292
C 2.34 3.61 -0.38  -0.1658
C 2.60 -0.74 -0.98  0.0289
C 3.94 -0.27 1.45  -0.3347
C 4.81 -0.13 2.70  2.1807
C 2.09 2.61 -1.29  0.1896
C -3.28 1.83 1.33  -0.3808
C -0.22 3.30 -1.40  0.1394
C 5.56 1.21 2.75  -2.1040
C 3.24 0.48 -0.76  0.6023
C 1.35 4.50 0.03  -0.6934
C -3.28 0.46 1.08  -0.0992
C -0.60 -2.08 -0.25  0.4664
C -1.41 -4.85 -0.15  0.1675
C 3.21 1.66 -1.70  -1.7369
C -4.97 3.48 2.05  -1.6809
C 3.08 5.78 1.38  -2.2180
C -2.71 2.66 0.37  -0.5506
C 3.91 0.67 0.45  -0.3228
C 0.34 -3.15 -0.10  0.4187
C 3.17 -1.41 1.26  -0.4654
C -1.88 -6.29 -0.27  2.3029
C -0.08 -4.47 -0.06  -0.1298
C 2.85 -0.96 -3.35  -1.5003
H 0.58 -2.68 -3.52  0.2124
H -3.37 3.74 4.23  0.4684
H 6.54 -1.15 3.53  0.4791
H -3.39 -4.04 -0.29  0.3865
H 4.57 -0.18 4.85  0.4588
H 5.37 -2.23 2.75  0.3343
H 2.74 -1.86 -3.96  0.4161
H 3.24 0.60 3.98  0.3847
H 3.38 -1.15 3.98  0.3171
H -1.59 2.59 -2.84  0.2057
H 3.23 6.64 2.03  0.4424
H -3.97 0.73 3.86  0.3844
H 2.18 -3.33 -1.14  0.0371
H -3.70 -5.94 0.87  0.3041
H -4.49 4.29 1.50  0.3192
H 0.69 -5.23 0.00  0.4642
H -2.76 -3.04 -5.34  0.2419
H -0.05 -7.13 -1.06  0.3607
H -1.91 -6.32 -2.43  0.3643
H -0.19 -3.52 -4.66  0.3471
H 0.19 7.00 -0.03  0.3110
H 3.34 3.69 0.02  0.2434
H 3.37 4.88 1.93  0.3036
H -4.22 0.22 -3.70  0.2733
H -3.23 -7.64 0.78  0.4803
H -3.42 -5.77 -1.72  0.3349
H 3.73 5.89 0.51  0.4282
H -2.35 -6.53 1.84  0.3814
H -2.58 3.71 0.58  0.1927
H -5.67 2.99 1.38  0.3296
H -0.30 5.50 1.97  0.3091
H 6.23 1.32 1.90  0.3714
H -5.41 0.91 2.84  0.4262
H 6.42 -1.23 1.76  0.3430
H 6.16 1.26 3.66  0.4455
H 3.12 -2.17 2.03  0.4898
H -2.33 3.91 2.80  0.1240
H -1.13 -8.32 -0.32  0.4578
H 4.86 2.04 2.76  0.3621
H -4.12 1.79 -2.83  0.4442
H -0.28 -4.53 -2.52  0.2474
H -3.04 1.44 -4.21  0.2863
H -2.16 4.03 -1.96  0.7848
H 1.02 4.63 2.74  0.3449
H 4.17 2.19 -1.65  0.7703
H 3.91 -0.80 -3.11  0.4444
H -5.18 1.96 4.25  0.4473
H -2.18 2.49 3.82  0.3443
H -0.18 -7.23 0.70  0.3704
H -3.99 -1.87 0.10  0.6910
H -3.01 -7.50 -1.70  0.4715
H 2.46 -0.11 -3.91  0.3065
H 4.43 1.61 0.57  0.2084
H -3.38 -1.57 -1.54  0.0886
H 2.27 -3.69 0.59  0.6217
H 1.32 -4.76 -2.65  0.4097
H -3.59 -0.24 1.85  0.5824
H 1.45 7.86 0.86  0.4829
H -0.73 4.96 -0.19  0.2934
H 0.92 6.39 2.89  0.4719
H 1.82 7.08 -0.69  0.3599
H 3.02 1.37 -2.73  0.3602
H -5.53 3.91 2.88  0.4550

Values from the calculation:
molecular weight	859.9	g mol⁻¹
HOMO energy	-0.0519	Eh
charge	-2
multiplicity	1